[1]
C5H10N2O2 | ωB97M-V/def2-TZVPD

Structure (ORCA input):
```
! wB97M-V def2-TZVPD RIJCOSX def2/J DEFGRID3
* xyz 0 1
O -1.239 0.556 -1.149
H 0.588 0.283 2.402
O -0.119 -1.520 -1.907
C 0.251 2.335 -0.610
H 2.036 -1.261 0.395
H 1.057 2.704 0.009
H -2.658 -1.012 -0.171
H 2.422 0.440 0.758
H -2.257 -2.422 -1.088
N 0.398 0.047 0.314
C 1.832 -0.223 0.123
H -0.088 -1.276 1.848
C -0.844 -0.999 -1.093
C -0.076 -0.197 1.679
C -0.206 1.087 -0.477
H -1.100 0.148 1.819
N -1.951 -1.620 -0.557
H 2.112 -0.045 -0.915
H -0.158 2.976 -1.379
*
```

The calculation puts the HOMO energy at -8.783 eV. The energy is -12420.9314 eV. The structure (SMILES) is C=C(OC(N)=O)N(C)C. The relative energy (zero: lowest compared OMol25 entry of this formula, charge and spin) comes out at 245.2 kJ/mol.

=====

[2]
Br2H2N2S | ωB97M-V/def2-TZVPD

Structure (ORCA input):
```
! wB97M-V def2-TZVPD RIJCOSX def2/J DEFGRID3
* xyz 0 1
N 0.420 -1.359 0.373
H 0.237 2.520 -0.663
N -0.218 2.031 0.269
Br -1.638 1.043 -0.144
S 1.580 -0.236 0.400
Br -0.132 -2.439 -1.289
H -0.251 -1.560 1.053
*
```

The calculation puts the HOMO energy (alpha / beta) at -8.761 / -9.399 eV. The energy is -153928.0156 eV. The relative energy (zero: lowest compared OMol25 entry of this formula, charge and spin) comes out at 231.9 kJ/mol.

=====

[3]
C2H9NS | ωB97M-V/def2-TZVPD

Structure (ORCA input):
```
! wB97M-V def2-TZVPD RIJCOSX def2/J DEFGRID3
* xyz 1 2
H -0.274 1.021 0.379
N -1.568 -1.094 -1.772
H 1.325 2.741 0.337
H -0.949 -1.660 -1.283
C 0.435 0.386 0.687
H 0.172 -1.785 0.207
C -0.012 -1.024 0.919
H -1.158 -0.655 -2.614
H -0.312 -1.371 1.813
H 0.872 0.780 1.658
H 1.280 2.992 0.985
S 2.096 0.094 -0.175
H -1.907 -0.426 -1.140
*
```

The calculation puts the HOMO energy (alpha / beta) at -14.186 / -14.136 eV. The energy is -14531.9349 eV. The relative energy (zero: lowest compared OMol25 entry of this formula, charge and spin) comes out at 485.9 kJ/mol.

=====

[4]
C10H19INS | ωB97M-V/def2-TZVPD

Structure (ORCA input):
```
! wB97M-V def2-TZVPD RIJCOSX def2/J DEFGRID3
* xyz 1 1
H -5.412 0.924 1.447
C 3.857 -0.035 -2.025
H -2.514 -1.894 1.003
C -2.768 0.613 2.862
H -2.778 2.433 1.528
C -2.454 0.130 1.476
C -3.181 1.441 1.620
H -4.780 2.510 2.118
H 3.271 0.809 -2.081
H -3.705 0.100 3.396
C 2.015 -1.193 -0.657
H 5.621 -0.663 -1.006
C 3.274 -2.598 -2.094
H 0.184 1.090 1.320
H -4.764 2.094 0.372
S 0.110 -0.177 0.869
C 3.041 -1.244 -1.609
C 1.331 -0.030 -0.301
H 1.616 1.049 -0.756
H -1.841 0.936 3.433
N -3.300 -1.107 1.061
H 2.636 -2.911 -2.931
H -3.943 -1.338 1.774
H 4.200 -0.329 -3.058
H 1.502 -2.106 -0.404
C 5.092 0.184 -1.249
C -4.630 1.690 1.313
H 4.334 -2.686 -2.502
H -3.739 -0.960 0.185
H 3.230 -3.256 -1.298
I 4.634 0.672 0.859
H 5.720 1.021 -1.660
*
```

The calculation puts the HOMO energy (alpha / beta) at -11.077 / -9.871 eV. The energy is -31091.3975 eV. The relative energy (zero: lowest compared OMol25 entry of this formula, charge and spin) comes out at 282.4 kJ/mol.

=====

[5]
C6H8S | ωB97M-V/def2-TZVPD

Structure (ORCA input):
```
! wB97M-V def2-TZVPD RIJCOSX def2/J DEFGRID3
* xyz 0 1
C -0.660 -0.151 0.031
C 0.327 1.030 0.132
S -0.065 2.725 -0.210
C 1.264 -1.025 -0.638
H -2.064 1.109 0.619
H 2.251 0.935 -1.088
H 2.443 0.269 0.504
C -2.050 -0.009 0.491
H -2.254 -0.688 1.409
C 1.648 0.392 -0.278
H -0.368 -2.256 -0.665
C -0.005 -1.303 -0.374
H -2.829 -0.338 -0.232
H 1.985 -1.717 -0.889
H 0.376 1.027 1.188
*
```

The calculation puts the HOMO energy (alpha / beta) at -7.419 / -6.712 eV. The energy is -17183.3941 eV. The relative energy (zero: lowest compared OMol25 entry of this formula, charge and spin) comes out at 296.9 kJ/mol.

=====

[6]
C3H7NO | ωB97M-V/def2-TZVPD

Structure (ORCA input):
```
! wB97M-V def2-TZVPD RIJCOSX def2/J DEFGRID3
* xyz 0 1
H 2.244 0.411 -2.202
C -0.805 -0.007 0.392
H -0.696 0.447 2.446
C 2.168 0.245 -1.105
H 2.044 1.182 -0.503
N -1.284 -0.921 -0.488
H 0.270 0.133 0.365
H -2.178 -1.336 -0.300
H -1.927 1.477 1.551
C -1.224 0.652 1.524
H -0.569 -1.425 -0.973
O 1.958 -0.859 -0.708
*
```

The calculation puts the HOMO energy at -6.849 eV. The energy is -6758.2875 eV. The structure (SMILES) is C=CN.C=O. The relative energy (zero: lowest compared OMol25 entry of this formula, charge and spin) comes out at 430.6 kJ/mol.

=====

[7]
C4H14N2 | ωB97M-V/def2-TZVPD

Structure (ORCA input):
```
! wB97M-V def2-TZVPD RIJCOSX def2/J DEFGRID3
* xyz 0 1
C -0.447 -2.122 2.211
N 0.418 0.001 1.356
C 0.528 -0.358 -1.381
N 0.523 -1.387 1.424
H 0.431 -1.311 -0.800
H -0.239 -3.189 2.120
H -0.439 -1.836 3.273
H -0.271 -0.528 -2.101
H 0.505 0.125 -0.125
H -0.731 3.219 -0.704
H 1.363 1.983 -1.229
C 0.424 1.688 -1.681
H -1.691 2.050 -1.645
H 0.445 1.690 -2.764
C -0.812 2.171 -1.013
H -1.448 -1.943 1.806
H -0.536 0.233 1.632
H 1.470 -0.442 -1.918
H 1.483 -1.641 1.626
H -0.976 1.598 -0.086
*
```

The calculation puts the HOMO energy (alpha / beta) at -6.583 / -6.585 eV. The energy is -7349.4634 eV. The relative energy (zero: lowest compared OMol25 entry of this formula, charge and spin) comes out at 545.5 kJ/mol.

=====

[8]
C6H21NO4 | ωB97M-V/def2-TZVPD

Structure (ORCA input):
```
! wB97M-V def2-TZVPD RIJCOSX def2/J DEFGRID3
* xyz 1 2
C 0.579 -1.196 -1.014
H 1.730 1.855 -3.075
H 0.987 -2.151 -0.581
C -0.673 -1.623 1.408
H 0.600 0.088 0.795
H 2.341 3.640 0.483
C 0.623 -2.264 1.939
H -2.741 1.782 1.979
H 2.343 -0.151 -0.834
C -0.075 -0.559 0.298
O 1.643 -0.336 -1.515
H 1.149 -1.455 2.522
O 1.663 3.054 -0.018
H 3.080 1.215 -2.661
H -1.476 -3.312 0.245
O 2.666 1.954 -3.124
H 0.402 -3.262 2.352
C -1.105 1.418 -0.754
H -1.878 -0.303 -0.804
H -2.508 0.422 1.245
H -2.814 -2.019 1.025
H -1.140 -0.977 2.362
H -1.957 1.715 -1.331
H -1.132 2.237 0.079
N -1.312 0.155 -0.134
H -0.007 -1.241 -1.906
O -2.761 0.773 2.111
H 2.169 2.238 0.148
C -1.828 -2.607 1.027
H -2.089 -3.209 1.882
H -0.117 1.688 -1.174
H 1.419 -2.453 1.130
*
```

The calculation puts the HOMO energy (alpha / beta) at -14.004 / -14.003 eV. The energy is -16231.3007 eV. The relative energy (zero: lowest compared OMol25 entry of this formula, charge and spin) comes out at 225.8 kJ/mol.